C41H52B3N8O4P | ωB97M-V/def2-TZVPD

Atoms and positions in Å:
C  0.99009  2.59203  2.67830
P  1.45497  0.83394  2.76110
C  0.02064  0.05964  3.57747
B  1.41948  0.19106  0.96596
O  0.48003  -0.73901  0.56189
B  1.07760  -1.83278  -0.04419
C  0.84436  -3.31189  0.37276
C  -0.57785  -3.77604  0.70818
N  -1.42836  -2.89159  1.48941
O  2.02192  -1.51669  -1.01681
B  2.94845  -0.64355  -0.48658
C  4.46133  -0.93055  -0.39916
C  4.85009  -1.27494  1.02558
O  4.59955  -2.67970  1.20806
O  2.41839  0.49684  0.09306
H  1.15244  3.02594  3.65605
H  1.62326  3.12324  1.97988
H  -0.04920  2.73672  2.40632
H  -0.18914  0.64016  4.46567
H  0.30770  -0.94133  3.86704
H  -0.85831  0.01671  2.94637
H  1.19263  -3.90319  -0.46646
H  1.51755  -3.56561  1.18595
H  -1.10459  -4.05360  -0.19731
H  -0.48649  -4.69358  1.28143
H  -0.99280  -2.61665  2.35994
H  -1.70435  -2.06758  0.97274
H  4.74728  -1.76694  -1.02424
H  5.03747  -0.07237  -0.73293
H  5.90292  -1.08522  1.19877
H  4.27525  -0.70501  1.75245
H  4.08395  -2.83052  2.01996
N  -5.01674  -3.71762  -1.48975
C  -4.27468  -3.87286  -0.39723
C  -3.99511  -5.10555  0.17382
C  -4.51905  -6.24071  -0.42194
C  -5.29594  -6.09470  -1.55997
C  -5.51194  -4.81578  -2.05137
H  -3.88188  -2.96582  0.04779
H  -3.37933  -5.16379  1.06101
H  -4.32502  -7.22180  -0.00786
H  -5.72639  -6.95173  -2.05953
H  -6.11261  -4.66160  -2.94161
N  5.91558  0.24389  -3.22187
C  7.10941  0.82484  -3.27941
C  7.37080  1.97162  -4.01468
C  6.33391  2.54519  -4.73174
C  5.08441  1.94969  -4.68194
C  4.92975  0.80514  -3.91403
H  7.89618  0.34566  -2.70622
H  8.36288  2.40130  -4.02237
H  6.49651  3.43983  -5.31839
H  4.24489  2.36062  -5.22532
H  3.96535  0.31065  -3.84895
N  -2.35783  3.65168  0.59360
C  -2.08793  3.05596  -0.56457
C  -1.91342  3.73919  -1.75938
C  -2.02665  5.12018  -1.75162
C  -2.30359  5.75262  -0.55093
C  -2.45913  4.97909  0.59055
H  -2.00898  1.97398  -0.53310
H  -1.69606  3.19870  -2.67026
H  -1.90124  5.69032  -2.66329
H  -2.39734  6.82854  -0.49444
H  -2.67752  5.44106  1.54817
N  3.01195  -5.44464  2.12381
C  4.02306  -5.70743  1.29844
C  4.10053  -6.84570  0.51022
C  3.06340  -7.76194  0.57911
C  2.00554  -7.50477  1.43693
C  2.02791  -6.33713  2.18497
H  4.80554  -4.96031  1.25535
H  4.94450  -7.00358  -0.14524
H  3.07888  -8.65988  -0.02468
H  1.17647  -8.19320  1.52579
H  1.21528  -6.10167  2.86473
N  -3.26769  5.86391  3.77416
C  -3.58407  4.69637  4.32586
C  -4.43057  4.57149  5.41746
C  -4.97545  5.72095  5.96529
C  -4.65304  6.94415  5.40008
C  -3.79841  6.96032  4.30860
H  -3.13784  3.82121  3.86437
H  -4.65626  3.59524  5.82327
H  -5.64119  5.66505  6.81651
H  -5.05566  7.86762  5.79214
H  -3.52616  7.89804  3.83533
N  4.46501  -6.37718  -4.09661
C  4.48884  -5.59528  -3.02193
C  3.87972  -4.35229  -2.95390
C  3.19824  -3.89299  -4.06776
C  3.15798  -4.69757  -5.19583
C  3.80479  -5.92471  -5.15812
H  5.03865  -5.98044  -2.17160
H  3.94397  -3.75937  -2.05267
H  2.71164  -2.92666  -4.05303
H  2.63877  -4.38228  -6.09057
H  3.79475  -6.57999  -6.02277
N  -7.08383  8.54410  1.17625
C  -7.47544  9.09384  0.03135
C  -6.88748  8.81895  -1.19480
C  -5.83051  7.92412  -1.23278
C  -5.41022  7.34410  -0.04782
C  -6.07025  7.68571  1.12433
H  -8.30399  9.79070  0.10113
H  -7.25180  9.29598  -2.09421
H  -5.34339  7.68231  -2.16909
H  -4.59144  6.64168  -0.02686
H  -5.77058  7.24732  2.07093

Atomic forces in eV per Å
-0.16 0.17 0.00
0.79 -0.20 0.19
-0.03 0.11 -0.35
-1.26 0.85 0.03
0.02 -0.62 0.93
-0.49 0.04 -0.74
-0.60 0.08 -0.66
0.09 0.01 0.51
-0.39 -0.23 -0.02
0.48 -0.96 0.38
-0.06 0.47 -1.04
0.30 0.20 -0.31
-0.24 -0.59 0.19
-0.39 0.05 0.55
0.94 0.34 0.55
0.03 0.15 0.26
0.15 0.08 -0.21
-0.21 0.06 -0.16
-0.14 0.03 0.31
-0.03 -0.29 0.17
-0.26 0.02 -0.08
0.26 -0.34 -0.19
0.26 0.15 0.31
-0.16 0.09 -0.25
-0.04 -0.32 0.05
0.02 0.14 -0.12
0.25 0.10 0.14
0.16 -0.14 -0.21
0.05 0.21 -0.07
0.26 0.04 0.05
0.00 0.22 0.15
0.34 0.07 -0.41
-0.01 0.07 -0.03
0.04 0.06 0.05
0.03 -0.05 0.04
0.00 0.00 -0.01
0.00 0.00 0.00
-0.05 -0.05 -0.07
0.02 -0.04 0.04
0.01 0.07 0.01
0.00 -0.01 0.00
-0.01 0.00 -0.01
0.00 -0.04 0.00
0.00 -0.05 0.00
0.10 0.00 0.02
0.00 0.00 0.00
0.01 0.01 0.00
-0.01 0.00 0.00
-0.10 -0.01 -0.02
0.02 0.03 -0.01
0.01 -0.01 0.01
0.00 0.01 0.00
-0.02 0.00 0.00
-0.01 0.03 -0.02
0.04 -0.07 0.05
0.02 -0.09 -0.03
-0.01 0.00 -0.01
0.00 -0.02 0.01
0.10 -0.03 -0.09
-0.03 0.10 0.10
0.01 0.00 -0.04
0.00 -0.02 0.00
0.01 0.00 0.00
0.04 0.02 0.01
0.03 0.02 -0.01
0.03 0.09 0.02
0.23 0.06 -0.08
-0.21 -0.06 0.08
0.02 -0.01 -0.01
-0.01 0.00 0.00
-0.07 -0.04 0.02
0.01 -0.02 -0.02
0.04 -0.01 0.03
0.00 -0.01 -0.01
-0.01 0.00 0.01
-0.01 -0.04 0.00
0.01 0.08 -0.04
0.03 -0.13 -0.03
0.00 0.00 0.01
0.00 0.00 0.00
-0.01 0.00 0.00
-0.01 0.08 0.01
-0.03 -0.01 0.01
0.01 -0.01 0.00
-0.01 0.00 0.01
0.00 0.01 -0.01
-0.02 0.01 0.03
-0.02 -0.06 0.00
0.12 0.01 0.06
-0.01 0.03 0.03
0.00 -0.02 -0.03
0.00 0.01 0.01
-0.04 0.00 -0.09
0.00 0.03 0.02
-0.03 0.01 0.07
-0.02 0.01 0.01
0.00 -0.01 -0.01
-0.02 0.03 -0.01
-0.03 0.02 0.07
-0.06 0.06 -0.06
0.00 0.01 0.00
0.01 0.01 -0.01
-0.07 0.04 0.05
0.06 -0.06 0.05
0.01 0.00 -0.04
-0.01 0.01 0.00
0.00 -0.01 -0.01
-0.07 -0.04 0.02
0.02 -0.02 -0.03

## Properties
Gap between HOMO and LUMO in hartree: 0.3187
Spin multiplicity: 1

Here are the Mulliken charges for atoms 1 to 8, given in e: atom 1 (C): -1.01, atom 2 (P): 0.01, atom 3 (C): -1.08, atom 4 (B): 0.40, atom 5 (O): -0.06, atom 6 (B): -0.11, atom 7 (C): 0.02, atom 8 (C): -1.05